{"formula": "C4H6N2O2", "method": "wB97M-V/def2-TZVPD", "homo_ev": [-7.6, -7.6], "symbols": ["C", "C", "C", "C", "N", "N", "O", "O", "H", "H", "H", "H", "H", "H"], "xyz": [[1.741861, -0.274897, -0.056901], [1.049561, 1.974117, 0.019070], [0.451984, -0.943344, 0.320633], [-0.883357, -0.351949, -0.441732], [1.750423, 0.994671, -0.007727], [-1.077214, 1.051618, -0.146392], [-2.136984, 1.280333, 0.384137], [-1.857462, -1.309261, -0.049535], [2.698810, -0.759373, -0.255514], [0.943684, 2.573823, 0.934828], [0.352671, -1.996625, -0.124918], [0.209317, -0.699306, 1.380528], [-0.559330, -0.502591, -1.405209], [-2.683967, -1.037220, -0.551264]], "forces_ev_per_angstrom": [[0.6181, -0.8956, -0.2498], [-0.0276, 3.1198, 0.0603], [-1.4037, 0.2230, -1.3071], [1.6168, -2.2449, 2.9048], [0.2614, -1.0396, 0.2828], [-1.6625, -0.5302, 0.4297], [0.5251, 0.1546, -0.1548], [-1.4054, 1.9647, -1.5107], [-0.5275, -0.2607, 0.1221], [-0.0098, -0.1954, -0.2562], [0.5053, 1.2188, 1.7554], [0.2439, -1.1873, -0.3664], [0.1486, 0.3655, -2.8114], [1.1174, -0.6926, 1.1014]], "lowdin_charge": [-0.187, 0.019, -0.077, -0.376, -0.064, -0.023, 0.051, -0.033, 0.105, 0.065, 0.141, 0.127, 0.123, 0.130]}


{"formula": "C22H26N2O4", "method": "wB97M-V/def2-TZVPD", "homo_ev": -7.9, "symbols": ["C", "H", "C", "C", "O", "C", "C", "C", "C", "C", "C", "H", "H", "C", "O", "N", "C", "H", "C", "N", "C", "C", "H", "H", "H", "H", "C", "C", "C", "C", "C", "C", "C", "H", "O", "C", "O", "H", "H", "H", "H", "H", "H", "H", "H", "H", "H", "H", "H", "H", "H", "H", "H", "H"], "xyz": [[6.487399, 2.043340, -2.849450], [7.076173, 2.624198, -2.366559], [6.045311, 0.694630, -1.958845], [5.174175, -0.203806, -2.797845], [4.897304, -1.437949, -2.239105], [4.136711, -1.233968, -1.034994], [3.452211, -0.000936, -0.643487], [2.468517, -0.397436, 0.459834], [2.341548, -1.563670, 1.175211], [3.017683, -2.555058, 0.769303], [3.976971, -2.558398, -0.063137], [4.591289, -3.493913, -0.508728], [2.924176, -3.523199, 1.160982], [1.396147, -1.533460, 2.485856], [1.865499, -1.825920, 3.444832], [0.171590, -1.301865, 2.181307], [-0.591574, -1.120336, 0.764627], [0.210570, -1.173497, 0.065632], [-1.432058, 0.015981, 0.978670], [-2.237627, 0.193030, 2.071338], [-1.563154, -0.135922, 3.219758], [-0.708876, -1.282044, 3.417190], [-0.262264, -1.479300, 4.324083], [-1.474068, -2.066956, 3.287223], [-2.374203, -0.329267, 4.128962], [-0.969925, 0.770145, 3.458981], [-3.138138, 1.348146, 1.777573], [-4.051320, 1.196756, 0.864418], [-4.041628, 2.516717, -0.059714], [-4.970172, 2.515258, -1.208506], [-5.631451, 1.186938, -1.424979], [-5.466518, 0.014071, -0.792649], [-4.721875, 0.113549, 0.442948], [-4.564135, -0.754657, 0.876380], [-6.209881, -0.856129, -1.319355], [-6.902723, -0.364489, -2.199991], [-6.505686, 0.854761, -2.612715], [-6.530704, -0.670334, -3.178738], [-7.937410, -0.379200, -2.243947], [-4.922735, 3.340364, -1.656041], [-3.654813, 3.493693, 0.190466], [-3.604100, 1.427468, 2.991478], [-2.442761, 2.247015, 1.958840], [-1.798389, 0.294022, -0.165705], [-0.499614, 0.828192, 1.030036], [-1.449597, -2.008346, 0.693063], [1.835999, 0.695098, 0.696572], [3.312715, 0.857728, -1.220210], [4.269549, 0.212010, -2.978162], [5.824331, -0.562747, -3.604181], [7.090206, 0.116790, -1.797281], [5.750208, 0.979185, -1.057970], [5.423227, 2.438725, -3.062049], [6.917893, 1.794991, -3.871220]], "forces_ev_per_angstrom": [[-6.6986, -5.9939, -3.5800], [3.6081, 4.0284, 3.3260], [6.1776, -0.4922, -4.9741], [3.8076, -0.9944, 0.0802], [-1.8414, -0.7708, 4.6172], [-0.3400, -1.5235, 1.4682], [-0.9655, -7.5293, 2.1877], [0.3398, 6.2272, -1.1801], [-5.3501, 8.3236, 2.2375], [1.6296, -6.9609, 1.5918], [6.0078, 2.3955, -9.7017], [-1.6666, 2.3255, 1.4130], [-0.6799, -1.2953, 1.3264], [0.5351, 0.7577, -13.0151], [4.6879, -2.6966, 11.2075], [-5.1470, 0.2710, 0.1063], [-1.2566, -5.3543, 4.6537], [-0.1399, 0.3978, -0.8780], [3.8855, 5.6042, -5.7425], [-2.6896, -2.8057, -3.9829], [-2.4142, 3.9793, 6.8450], [-2.0377, -2.1461, -5.9839], [1.3327, 0.4726, 1.7095], [0.6602, -0.8057, -0.0572], [1.5982, 1.2015, -1.9815], [0.1184, 0.1257, 0.6783], [6.7038, 0.3709, 14.1271], [-3.8044, 5.4466, -9.3817], [-4.6013, -3.8023, -1.3067], [1.8740, -9.9596, 7.3868], [0.1892, 4.9746, -3.7431], [3.4747, 6.2843, 4.5450], [-1.4214, 0.7511, -3.3307], [0.7111, -4.0404, 2.6846], [2.4609, -8.3535, 6.9376], [-3.6014, 0.5760, -11.7323], [3.0886, 6.6998, 3.9999], [-1.1783, -3.3027, -0.6245], [-2.4858, -0.6066, 1.4097], [-0.7406, 6.1876, -4.5727], [0.6159, -0.3383, 0.4375], [0.4223, -0.0842, -3.0042], [-1.2476, -0.6119, -1.5659], [-0.1334, -0.6225, 3.1422], [-1.8313, -0.5118, 0.0190], [2.7609, 1.1922, 0.0439], [1.4324, -3.6120, -0.0769], [0.0520, 1.2364, -0.5450], [-2.6375, 1.7880, -1.6619], [-0.7061, 1.0279, -0.7823], [-2.3434, 1.0268, -0.1404], [-1.6912, 1.2470, 3.7489], [1.9051, 0.3204, 0.2357], [-0.4287, -0.0248, 1.3791]], "lowdin_charge": [-0.041, -0.030, -0.179, -0.289, -0.077, -0.096, 0.010, -0.027, -0.188, -0.200, 0.033, 0.159, 0.125, -0.576, 0.190, 0.032, -0.074, 0.092, -0.316, -0.177, -0.265, -0.111, 0.105, 0.132, 0.181, 0.133, -0.225, -0.255, 0.075, 0.084, -0.048, -0.226, 0.083, 0.082, 0.168, -0.388, 0.014, 0.151, 0.133, 0.011, 0.089, 0.204, 0.154, 0.196, 0.154, 0.177, 0.166, 0.071, 0.080, 0.143, 0.156, 0.027, 0.093, 0.087]}


{"formula": "C3H15N2Si2", "method": "wB97M-V/def2-TZVPD", "total_charge": 1, "homo_ev": -14.1, "symbols": ["C", "C", "C", "N", "N", "Si", "Si", "H", "H", "H", "H", "H", "H", "H", "H", "H", "H", "H", "H", "H", "H", "H"], "xyz": [[-1.380630, -1.298487, -0.696848], [-0.605542, -0.248533, 1.283498], [-2.524138, 0.763213, -0.071039], [2.250150, -0.030157, -0.639927], [-1.135328, -0.008054, -0.101154], [3.000896, 0.195723, 1.050483], [0.928988, 0.694800, -1.361069], [-1.218084, -1.320194, -1.801445], [-0.659562, -2.047982, -0.515631], [-2.374252, -1.761457, -0.489559], [0.385266, -0.778962, 1.197983], [-0.443630, 0.785941, 1.747728], [-1.379186, -0.667905, 1.880502], [-2.449180, 1.733785, -0.411722], [-2.977096, 0.309269, -0.863804], [2.927222, -0.590539, -1.085977], [0.435792, 1.992880, -1.072308], [2.404538, -0.778053, 1.968827], [4.432912, 0.520654, 0.687185], [2.492054, 1.543411, 1.178992], [0.939866, 0.287215, -2.680848], [-3.051058, 0.703438, 0.796136]], "forces_ev_per_angstrom": [[-1.1055, -1.4004, -2.3923], [1.1146, 2.8566, -0.6439], [4.2190, -1.2646, -1.6042], [-0.2739, 0.7208, 2.4787], [0.2325, 0.6370, 0.6181], [-0.3134, 1.5096, -2.2106], [-0.1406, -0.6535, 2.0885], [-0.9088, 0.7279, 0.3807], [1.1178, -0.6331, 1.3730], [0.6317, 0.5405, 0.0423], [-1.4616, 0.2210, 0.4261], [0.1092, -1.3400, -0.5761], [-0.2828, -1.0930, 0.5671], [0.7837, 2.3772, -0.1384], [-1.9131, -1.3556, -1.7520], [0.1353, -0.9261, -1.5218], [0.0678, 0.9158, 0.4003], [0.5616, -0.1602, 0.1339], [-0.4386, -1.0047, 0.5906], [-0.4244, 0.4884, 0.9345], [-0.6044, -0.6251, -1.8665], [-1.1062, -0.5385, 2.6721]], "lowdin_charge": [-0.162, -0.097, 0.036, -0.333, -0.319, 0.650, 0.787, 0.093, 0.071, 0.119, 0.039, 0.119, 0.083, 0.065, 0.053, 0.002, -0.042, -0.060, -0.039, -0.081, -0.053, 0.069]}


Calculated molar mass, 114.1, 382.5, 135.3 g mol⁻¹ (same order as the records).
Calculated ΔE to the lowest compared entry with this formula, charge and spin, 165.10, 468.85, 25.82 kcal per mole (same order as the records).